Below is 3 unconnected molecules or ions with the total composition C12H17ClF6NO6 at a distorted geometry, with properties calculated with ωB97M-V with the def2-TZVPD basis set.

- HOMO level (eV) = -4.163
- E_LUMO (eV) = 1.798
- energy (hartree) = -2033.104419

ORCA input file:
```
! RIJCOSX wB97M-V def2-TZVPD def2/J DEFGRID3
* xyz -1 1
C 4.16 0.57 1.17
C 3.99 1.10 2.60
C 4.79 0.33 3.67
N 5.00 -1.09 3.33
Cl 4.35 -2.11 4.61
C 6.12 1.04 3.98
O 7.19 0.65 3.45
O 6.02 2.01 4.77
H 3.59 1.21 0.50
H 3.77 -0.43 1.04
H 5.21 0.63 0.87
H 4.25 2.15 2.62
H 2.92 1.02 2.84
H 4.21 0.37 4.58
H 6.00 -1.29 3.38
C -0.52 -1.25 -2.11
C 0.12 -0.58 -3.30
O 0.39 0.81 -3.03
C 1.50 1.06 -2.35
O 2.27 0.24 -1.94
C 1.67 2.57 -2.18
F 0.52 3.16 -1.83
F 2.07 3.13 -3.34
F 2.58 2.86 -1.26
H -1.40 -0.70 -1.81
H -0.80 -2.28 -2.34
H 0.16 -1.26 -1.26
H -0.56 -0.60 -4.15
H 1.03 -1.09 -3.61
C -6.98 -1.22 1.02
C -6.50 -0.03 0.22
O -5.30 -0.33 -0.51
C -5.46 -0.98 -1.66
O -6.50 -1.32 -2.13
C -4.10 -1.18 -2.32
F -3.18 -1.61 -1.45
F -3.65 -0.03 -2.85
F -4.16 -2.07 -3.31
H -6.18 -1.58 1.67
H -7.84 -0.96 1.63
H -7.26 -2.05 0.36
H -6.25 0.79 0.89
H -7.28 0.33 -0.46
*
```